[1]
This record from the Open Molecules 2025 dataset describes C22H24N4O4S in the gas phase at a distorted geometry. The level of theory is ωB97M-V/def2-TZVPD.

As for the HOMO energy: -8.794 eV. Its SMILES is CCCOc1ccc(C(=O)Nc2ccc(S(=O)(=O)Nc3cc(C)nc(C)n3)cc2)cc1. The net charge is 0. The calculation puts the max |F| at 1.1 eV/A. Its orbital gap is 9.1 eV. For the LUMO energy, the calculation gives 0.0111 Ha.

Geometry as XYZ:
```
55
Properties=species:S:1:pos:R:3:forces:R:3
C -4.2388 -2.4155 1.2155 0.150 0.196 -0.087
C -3.1793 -1.5532 0.5429 -0.131 0.110 -0.217
C -3.7745 -0.7622 -0.6225 -0.101 -0.323 0.415
O -2.7889 -0.0622 -1.3613 0.191 0.251 -0.169
C -2.2111 1.0512 -0.8526 0.205 0.188 -0.034
C -1.1291 1.5492 -1.5870 -0.134 -0.145 0.013
C -0.4455 2.6636 -1.1637 -0.208 0.048 0.104
C -0.8333 3.3293 -0.0006 -0.444 -0.056 -0.129
C -0.1050 4.5432 0.4481 0.041 0.044 -0.055
O -0.6410 5.5774 0.7769 -0.147 0.057 0.098
N 1.2697 4.4502 0.3994 0.236 0.531 -0.054
C 2.0283 3.2858 0.3290 0.349 -0.564 0.110
C 3.2051 3.2581 -0.4215 -0.141 -0.055 0.119
C 3.9218 2.0824 -0.5381 0.086 0.013 -0.061
C 3.4860 0.9419 0.1119 0.249 -0.592 -0.102
S 4.4614 -0.5404 -0.1340 -0.075 -0.016 0.356
O 5.6571 -0.4634 0.6457 -0.131 -0.046 0.213
O 4.5725 -0.7687 -1.5413 -0.267 0.009 0.013
N 3.5635 -1.7681 0.5704 0.759 0.619 -0.080
C 2.2830 -2.1289 0.2273 -0.926 -0.166 -0.605
C 1.7380 -1.8197 -1.0191 -0.163 -0.151 0.113
C 0.4398 -2.2499 -1.2472 0.359 0.150 0.172
C -0.2631 -2.0188 -2.5415 0.059 0.016 -0.009
N -0.2451 -2.9046 -0.3064 -0.341 -0.214 -0.237
C 0.3538 -3.1483 0.8445 0.072 0.006 -0.043
C -0.4265 -3.8702 1.8932 0.026 -0.044 -0.033
N 1.5931 -2.7869 1.1550 0.614 0.151 0.216
C 2.3598 0.9710 0.9112 -0.100 -0.011 0.075
C 1.6304 2.1391 1.0188 0.237 0.094 0.020
C -1.9444 2.8719 0.6958 0.345 0.209 -0.101
C -2.6191 1.7348 0.2908 -0.225 -0.292 -0.052
H -3.8046 -2.9675 2.0446 -0.032 -0.089 0.094
H -4.6542 -3.1294 0.5086 -0.092 -0.127 -0.043
H -5.0516 -1.8019 1.5995 -0.132 -0.004 0.086
H -2.3705 -2.1798 0.1596 -0.064 0.108 0.020
H -2.7475 -0.8619 1.2703 0.062 0.004 0.000
H -4.2138 -1.4516 -1.3488 -0.024 0.095 0.099
H -4.5614 -0.0796 -0.2788 0.029 -0.026 -0.078
H -0.8444 1.0374 -2.4918 0.033 -0.078 -0.132
H 0.3839 3.0320 -1.7486 0.105 0.002 -0.037
H 1.7649 5.3318 0.4440 -0.166 -0.079 0.047
H 3.5381 4.1521 -0.9269 0.016 0.075 -0.098
H 4.8152 2.0275 -1.1392 0.109 0.130 -0.132
H 3.8559 -2.0425 1.4960 0.121 0.086 0.127
H 2.3209 -1.3014 -1.7596 -0.031 0.018 -0.179
H -1.1774 -1.4551 -2.3637 -0.028 0.038 -0.009
H 0.3749 -1.4834 -3.2383 0.001 0.049 -0.120
H -0.5494 -2.9761 -2.9731 0.002 -0.062 -0.050
H -0.8938 -3.1441 2.5570 -0.060 0.046 0.097
H -1.2040 -4.4680 1.4279 -0.065 -0.037 0.013
H 0.2376 -4.4944 2.4832 -0.003 -0.040 0.081
H 2.0459 0.0935 1.4532 -0.073 -0.066 0.074
H 0.7506 2.1694 1.6411 -0.037 -0.033 0.057
H -2.2684 3.4065 1.5763 -0.046 0.058 0.077
H -3.4656 1.3985 0.8680 -0.071 -0.082 0.036
```
Forces are in eV/Å.



[2]
This record from the Open Molecules 2025 dataset describes C22H24N4O4S in the gas phase at a distorted geometry. The level of theory is ωB97M-V/def2-TZVPD.

As for the HOMO energy: -8.724 eV. Its SMILES is CCCOc1ccc(C(=O)Nc2ccc(S(=O)(=O)Nc3cc(C)nc(C)n3)cc2)cc1. The net charge is 0. The calculation puts the max |F| at 1.1 eV/A. Its orbital gap is 8.9 eV. For the LUMO energy, the calculation gives 0.0051 Ha.

Geometry as XYZ:
```
55
Properties=species:S:1:pos:R:3:forces:R:3
C 0.5348 2.1601 -2.1056 0.132 0.159 -0.037
C 1.5272 3.3137 -2.0012 0.166 -0.271 0.271
C 2.4372 3.2379 -0.7709 -0.331 0.485 -0.252
O 3.4057 2.2095 -0.8747 0.152 -0.248 -0.056
C 3.1627 0.9537 -0.4382 0.155 -0.384 0.061
C 4.1429 0.0108 -0.7707 -0.098 0.251 -0.042
C 4.0010 -1.3090 -0.4092 -0.239 -0.128 0.101
C 2.8689 -1.7324 0.2850 0.219 0.329 0.167
C 2.7083 -3.1697 0.6086 -0.041 -0.033 0.070
O 3.5953 -3.8729 1.0380 0.175 -0.017 -0.025
N 1.4432 -3.6952 0.4308 -0.042 -0.519 0.286
C 0.3501 -3.1298 -0.2109 -0.524 0.195 -0.315
C -0.9359 -3.3853 0.2708 0.241 0.026 -0.090
C -2.0285 -2.7569 -0.2961 -0.124 -0.074 -0.042
C -1.8369 -1.8848 -1.3495 -0.621 0.231 -0.215
S -3.1733 -0.8712 -1.9467 0.354 0.267 0.079
O -4.4170 -1.3312 -1.4151 0.194 -0.057 0.282
O -3.0511 -0.6367 -3.3503 0.293 0.097 0.029
N -2.7746 0.6114 -1.2350 -0.359 -0.408 -0.782
C -2.5267 0.7543 0.1063 -0.143 -0.211 1.096
C -3.1652 -0.0471 1.0506 0.169 0.231 0.089
C -2.8205 0.1626 2.3779 0.003 -0.004 -0.321
C -3.4008 -0.6630 3.4786 -0.020 0.021 -0.015
N -1.9543 1.1119 2.7235 0.044 -0.002 0.555
C -1.4330 1.8550 1.7634 -0.011 -0.008 -0.213
C -0.5106 2.9554 2.1768 -0.028 0.018 -0.036
N -1.6583 1.7011 0.4640 -0.153 0.076 -0.425
C -0.5813 -1.6843 -1.8931 0.155 -0.048 -0.043
C 0.5107 -2.3202 -1.3410 -0.194 -0.110 -0.083
C 1.9278 -0.7843 0.6757 0.325 -0.159 0.020
C 2.0665 0.5418 0.3196 0.012 0.346 -0.001
H 1.0571 1.2080 -2.1774 -0.019 -0.111 -0.036
H -0.0739 2.2822 -2.9996 -0.097 -0.046 -0.118
H -0.1206 2.1360 -1.2360 0.003 -0.049 -0.003
H 0.9827 4.2586 -1.9527 0.039 0.080 -0.014
H 2.1611 3.3341 -2.8901 0.025 0.128 0.005
H 3.0268 4.1581 -0.7059 -0.115 -0.134 0.081
H 1.8462 3.1427 0.1437 0.072 0.009 0.018
H 5.0045 0.3468 -1.3254 0.097 0.040 -0.073
H 4.7523 -2.0358 -0.6781 0.094 -0.064 -0.020
H 1.3025 -4.5954 0.8735 0.129 0.135 -0.057
H -1.0680 -4.0566 1.1063 -0.013 -0.035 0.116
H -3.0278 -2.9316 0.0678 -0.091 -0.047 0.109
H -2.2554 1.2364 -1.8335 0.093 -0.019 -0.184
H -3.9036 -0.7671 0.7480 -0.128 -0.090 0.082
H -2.9876 -1.6701 3.4403 0.002 -0.104 0.026
H -3.1556 -0.2176 4.4379 -0.012 -0.006 0.033
H -4.4800 -0.7363 3.3679 -0.097 -0.066 0.031
H 0.3958 2.5366 2.6112 0.090 0.001 0.037
H -0.2646 3.5770 1.3209 0.059 0.050 -0.014
H -0.9920 3.5566 2.9441 0.015 0.059 0.061
H -0.4823 -1.0410 -2.7527 0.141 0.093 -0.126
H 1.4907 -2.1868 -1.7691 0.039 0.034 -0.060
H 1.0756 -1.0759 1.2727 -0.109 -0.028 -0.005
H 1.3015 1.2359 0.6247 -0.078 0.119 -0.001
```
Forces are in eV/Å.



[3]
This record from the Open Molecules 2025 dataset describes C22H24N8OS in the gas phase at a distorted geometry. The level of theory is ωB97M-V/def2-TZVPD.

As for the HOMO energy: -8.207 eV. Its SMILES is CCn1c(Cn2nnc(-c3ccccc3)n2)nnc1SCC(=O)Nc1cccc(C)c1C. The net charge is 0. The calculation puts the max |F| at 1.2 eV/A. Its orbital gap is 8.5 eV. For the LUMO energy, the calculation gives 0.0114 Ha.

Geometry as XYZ:
```
56
Properties=species:S:1:pos:R:3:forces:R:3
C 0.9882 -1.5130 -2.6456 -0.105 -0.052 0.169
C 0.0001 -1.4800 -1.4830 0.042 -0.421 -0.509
N 0.2250 -0.3339 -0.6371 -0.061 0.802 0.425
C 0.8796 -0.2350 0.5650 -0.125 0.135 -0.049
C 1.4503 -1.3703 1.3417 -0.428 0.468 0.308
N 2.3948 -2.1284 0.5728 0.448 -0.752 -0.359
N 3.6173 -1.7396 0.3088 -0.006 1.028 0.580
N 4.1545 -2.6434 -0.4229 0.455 -0.456 -0.447
C 3.2250 -3.6087 -0.6060 -0.528 0.721 0.604
C 3.4327 -4.8045 -1.3923 0.056 -0.517 -0.322
C 2.4022 -5.7281 -1.5533 0.123 0.134 0.030
C 2.6114 -6.8645 -2.3103 -0.041 -0.074 -0.033
C 3.8423 -7.0854 -2.9084 0.020 -0.040 -0.032
C 4.8682 -6.1668 -2.7496 0.031 -0.069 -0.055
C 4.6690 -5.0272 -1.9946 -0.154 0.077 0.108
N 2.0980 -3.2899 0.0262 0.014 -0.555 -0.230
N 0.8951 1.0018 0.9682 0.654 -0.622 0.837
N 0.2627 1.7512 0.0544 -0.344 0.298 -0.713
C -0.1328 0.9547 -0.9086 0.142 -0.078 0.165
S -1.0046 1.4221 -2.3301 -0.203 0.084 -0.325
C -0.9334 3.2341 -2.1529 -0.078 -0.189 0.017
C -2.0805 3.8047 -1.3133 0.373 -0.211 -0.317
O -3.0290 4.3363 -1.8471 -0.176 0.128 -0.147
N -1.8913 3.6464 0.0131 0.146 -0.101 0.513
C -2.7127 4.1409 1.0435 -0.336 0.182 0.179
C -3.4884 5.2764 0.8460 -0.013 0.085 -0.080
C -4.2495 5.7744 1.8850 0.051 -0.041 0.016
C -4.2245 5.1535 3.1189 -0.026 -0.003 0.020
C -3.4578 4.0142 3.3314 -0.060 0.149 -0.050
C -3.4630 3.3766 4.6915 0.005 -0.005 -0.065
C -2.7031 3.4867 2.2830 -0.045 0.016 -0.153
C -1.8955 2.2308 2.4476 -0.054 0.128 0.034
H 0.8483 -0.6462 -3.2863 0.022 0.045 -0.077
H 2.0150 -1.5140 -2.2864 0.092 -0.014 0.055
H 0.8285 -2.4130 -3.2318 -0.002 -0.094 -0.107
H 0.0986 -2.3827 -0.8756 -0.150 0.165 -0.091
H -1.0218 -1.4156 -1.8683 0.039 -0.093 0.137
H 0.6620 -2.0601 1.6587 0.247 0.031 -0.001
H 1.9535 -0.9452 2.2130 -0.117 -0.095 -0.105
H 1.4500 -5.5431 -1.0798 -0.093 -0.015 0.035
H 1.8138 -7.5819 -2.4351 -0.056 -0.051 -0.008
H 4.0019 -7.9755 -3.4989 0.013 -0.065 -0.044
H 5.8261 -6.3415 -3.2164 0.072 -0.009 -0.033
H 5.4545 -4.3001 -1.8585 0.089 0.041 -0.009
H 0.0404 3.4754 -1.7298 0.011 0.065 -0.065
H -1.0240 3.6181 -3.1687 -0.011 0.004 0.134
H -1.0718 3.1115 0.3027 -0.042 0.108 -0.218
H -3.4946 5.7579 -0.1170 -0.001 0.013 -0.049
H -4.8543 6.6554 1.7327 -0.051 0.084 -0.022
H -4.8113 5.5552 3.9323 -0.052 0.023 0.098
H -2.4510 3.2897 5.0840 0.039 -0.068 0.100
H -3.9027 2.3801 4.6532 0.012 -0.091 0.081
H -4.0480 3.9762 5.3841 -0.021 0.008 0.060
H -2.1363 1.7241 3.3754 0.020 -0.052 0.071
H -0.8266 2.4461 2.4475 0.091 -0.108 0.001
H -2.1004 1.5432 1.6271 0.073 -0.080 -0.062
```
Forces are in eV/Å.



[4]
This record from the Open Molecules 2025 dataset describes a molecular structure, C22H25AuN2O8S2. The level of theory is ωB97M-V/def2-TZVPD.

As for the HOMO energy: -1.605 eV. The net charge is -2. The calculation puts the max |F| at 0.6 eV/A. Its orbital gap is 6.0 eV. For the LUMO energy, the calculation gives 0.1617 Ha.

Geometry as XYZ:
```
60
Properties=species:S:1:pos:R:3:forces:R:3
Au 0.4568 0.6235 -0.2024 -0.056 -0.110 0.615
O 1.2321 -2.7268 -1.0174 0.119 -0.284 -0.203
S 2.1105 -1.7782 -0.2897 0.226 0.251 -0.381
O 3.2665 -2.4760 0.2717 -0.156 0.033 0.311
O 2.5028 -0.6528 -1.1644 0.193 -0.213 -0.098
O 1.2519 -1.1465 0.8171 -0.029 0.318 -0.203
O -1.5830 -1.6843 -1.0154 0.146 -0.142 0.085
S -1.0992 -2.8752 -0.2614 -0.417 0.378 -0.121
C -1.2590 -4.2704 -1.4444 0.047 -0.110 -0.046
C -0.5069 -4.0944 -2.7267 0.001 0.142 0.074
C 0.7263 -4.7002 -2.9383 -0.010 -0.071 -0.014
C 1.4256 -4.4830 -4.1124 -0.041 -0.039 -0.038
C 0.9015 -3.6489 -5.0921 0.013 -0.014 0.001
C -0.3285 -3.0425 -4.8898 -0.026 -0.015 -0.009
C -1.0314 -3.2695 -3.7148 0.003 0.023 -0.012
C -2.6545 -3.3541 0.7141 0.251 0.013 -0.136
C -3.9195 -3.1893 -0.0438 0.001 0.025 0.060
C -4.4056 -1.9070 -0.3066 0.010 0.037 -0.025
C -5.5479 -1.7233 -1.0696 0.004 -0.002 0.005
C -6.2306 -2.8155 -1.5906 0.005 0.001 0.004
C -5.7553 -4.0952 -1.3428 -0.001 -0.009 0.002
C -4.6097 -4.2754 -0.5797 -0.039 -0.063 0.077
H -2.3251 -4.3251 -1.6609 -0.017 -0.134 0.002
H -0.9293 -5.1587 -0.8992 -0.036 -0.016 -0.024
H 1.1573 -5.3104 -2.1550 0.030 0.060 0.028
H 2.3988 -4.9386 -4.2495 0.006 0.010 0.005
H 1.4626 -3.4543 -5.9986 -0.002 -0.002 -0.002
H -0.7356 -2.3729 -5.6378 0.008 0.011 0.006
H -1.9764 -2.7709 -3.5363 0.016 0.023 0.010
H -2.5646 -2.6371 1.5303 -0.150 -0.078 0.096
H -2.4935 -4.3672 1.0880 -0.065 0.005 0.057
H -3.8595 -1.0548 0.0749 0.010 0.008 -0.011
H -5.8982 -0.7178 -1.2689 -0.005 0.000 -0.002
H -7.1219 -2.6692 -2.1889 0.003 0.000 -0.007
H -6.2729 -4.9573 -1.7472 -0.005 0.001 0.000
H -4.2464 -5.2790 -0.3851 0.012 0.002 -0.021
C 0.0799 5.7263 -0.2811 0.014 -0.010 -0.027
C -1.2830 5.5933 0.3877 0.007 0.009 0.014
C -2.0506 4.3214 -0.0172 0.001 -0.053 -0.006
C -3.3333 4.2053 0.8216 -0.022 0.003 -0.022
C -4.1780 2.9900 0.4583 0.006 -0.043 -0.015
C -2.4518 4.4569 -1.4681 -0.004 0.017 0.004
O -3.2033 5.3365 -1.8664 -0.017 -0.017 0.000
N -1.9219 3.5344 -2.2991 -0.008 0.043 -0.019
C -0.9088 2.5800 -2.0000 0.132 -0.047 0.048
O -0.3971 2.0314 -2.9496 -0.065 -0.038 -0.016
N -0.6013 2.3543 -0.6901 -0.185 -0.022 -0.134
C -1.1552 3.1050 0.3014 0.035 0.018 0.041
O -0.9413 2.9011 1.4861 0.024 0.007 -0.004
H 0.5783 6.6439 0.0379 -0.006 0.006 -0.009
H -0.0115 5.7584 -1.3698 -0.004 0.008 0.002
H 0.7282 4.8860 -0.0283 -0.005 0.000 0.008
H -1.9130 6.4498 0.1346 -0.015 -0.001 0.034
H -1.1636 5.5596 1.4723 0.011 -0.008 -0.002
H -3.9091 5.1234 0.6815 0.001 0.001 0.006
H -3.0195 4.1379 1.8632 -0.005 0.029 0.004
H -4.5281 3.0413 -0.5754 -0.002 0.009 0.004
H -5.0559 2.9186 1.1034 -0.001 0.007 -0.001
H -3.6036 2.0685 0.5746 0.003 0.006 0.008
H -2.1416 3.6018 -3.2817 0.058 0.038 -0.004
```
Forces are in eV/Å.